The following is a quantum chemistry calculation of one molecule with the formula C5H7BO3S at a distorted geometry, from OMol25.

As for the energy: -843.4460 a.u. The max |F| comes out at 4.54 eV/A. For the energy above the lowest of the compared OMol25 structures with the same formula, charge and spin, the calculation gives 76.54 kcal/mol. Its spin multiplicity is 1. The calculation puts the frontier orbital gap (alpha / beta) at 0.2236 / 0.2236 Eh.

```
17
Properties=species:S:1:pos:R:3:forces:R:3
B 1.304134 0.492898 0.748364 0.2 0.9 0.8
C -1.976054 -1.069602 -1.412046 1.3 -0.2 0.5
C -1.667652 -2.126060 -0.645539 -3.0 -3.1 -1.5
C 0.694856 1.962530 1.570934 1.6 -2.4 -0.2
C -1.003979 0.068092 -1.127216 -0.5 -2.0 0.4
C 0.090995 -0.424034 -0.196817 -0.6 0.2 1.7
O -0.331493 2.511993 1.347916 -1.4 1.2 -0.1
O 1.817038 -0.295265 1.849043 -1.0 -0.1 -0.6
O 2.417177 0.917624 -0.095711 -0.1 -0.5 1.2
S -0.359438 -1.994988 0.426553 1.5 2.6 -0.6
H -2.725096 -1.067827 -2.202906 0.1 0.1 0.4
H -2.204883 -3.178575 -0.736701 1.1 2.5 0.4
H 1.440917 2.336522 2.414390 -0.9 -0.4 -1.2
H -0.774560 0.583988 -2.040698 0.7 0.5 -0.1
H -1.564451 0.745040 -0.479003 0.1 0.7 0.4
H 2.696119 -0.504118 1.560108 0.9 -0.4 0.1
H 2.146369 1.041782 -0.980671 -0.2 0.3 -1.4
```
Forces are in eV/Å.